# C37H94N6O12

A 7-piece molecular cluster, C37H94N6O12 overall in a non-equilibrium geometry (ωB97M-V/def2-TZVPD, the OMol25 dataset).

Results
Electronic energy, Ha: -2697.13764
Frontier orbital gap, eV: 8.7
Structure (SMILES): COC[C@H](C)N.COCCNCCOC.COCCNCCOC.COCCNCCOC.COCCNCCOC.COCCNCCOC.CC(C)O
Net charge: 0
Max |F|, eV/Å: 2.7

XYZ file:
```
149
Properties=species:S:1:pos:R:3:lowdin_charge:R:1
C -5.282 7.196 0.415 -0.211
H 0.041 3.776 -3.096 0.079
H 4.737 5.050 6.574 0.114
C 0.487 -4.182 -2.612 -0.113
H -2.664 7.263 -0.777 0.105
C 2.400 -3.005 -6.904 -0.201
H -3.155 -10.985 0.581 0.080
H 1.182 8.194 -2.869 0.083
H -3.827 -8.127 -2.747 0.100
H 0.539 9.769 -2.677 0.082
H -0.203 2.377 -1.009 0.076
H 10.896 -1.293 -1.864 0.079
H -5.357 -10.501 -3.366 0.115
C -6.675 3.820 6.628 -0.142
H -2.236 9.157 -2.624 0.114
H -5.512 6.909 -0.611 0.117
H -5.008 -1.080 2.407 0.088
H 8.371 -2.019 -2.894 0.115
H 5.390 -0.110 -5.631 0.080
C 4.262 5.347 2.660 -0.151
H -1.662 -10.465 -0.253 0.086
O 1.729 -4.782 -2.917 -0.205
H -5.370 -3.944 -4.736 0.078
C 4.665 0.041 -6.431 -0.059
C -4.481 4.952 0.795 -0.104
H -6.343 -3.178 5.027 0.112
C 5.545 5.206 4.619 -0.200
H -1.431 9.997 -1.423 0.117
H -6.175 7.163 1.040 0.113
C -5.718 -1.676 2.981 -0.144
C -2.580 8.339 -0.623 -0.184
O 6.920 0.962 5.439 -0.203
N -6.992 -0.252 6.635 -0.074
H 2.278 -3.720 -7.718 0.116
O 3.688 -1.031 -6.191 -0.212
H 5.036 -1.838 -0.128 0.073
H 8.443 1.368 4.095 0.090
C -4.934 -9.725 -2.728 -0.212
H -6.485 4.290 7.593 0.089
H -6.063 -7.667 -3.636 0.108
H 1.763 2.118 -2.166 0.132
H 4.275 5.033 1.616 0.091
H -4.636 9.006 1.460 0.111
H -6.123 4.279 5.807 0.089
H -4.820 4.644 -0.195 0.077
H -3.164 -11.032 -2.197 0.120
H 6.845 3.491 6.988 0.102
H -6.722 -1.477 2.604 0.085
H -5.423 -6.250 -5.589 0.113
C 7.997 -1.562 -1.978 -0.236
H 5.372 6.281 4.658 0.116
H -7.656 4.161 6.295 0.083
H 5.362 2.752 5.071 0.082
C -4.880 8.699 0.443 -0.178
H -3.627 4.285 0.909 0.086
C -1.696 8.975 -1.695 -0.260
C 7.989 1.812 4.980 -0.087
O -6.620 2.454 6.708 -0.186
H 5.509 3.004 7.864 0.110
C 0.854 1.832 -2.694 -0.553
C 4.623 4.504 5.638 -0.199
H -5.661 -8.409 -5.139 0.113
O -4.564 -5.617 -3.748 -0.204
H -7.002 -2.205 7.365 0.116
H -7.620 -2.118 4.713 0.116
C -2.634 -10.145 0.123 -0.126
H 4.479 -2.559 -7.247 0.118
C 6.646 -2.172 -1.607 -0.463
N 4.922 3.101 5.911 -0.047
H 0.504 -3.898 -1.560 0.091
C 1.814 -5.549 -4.118 -0.206
H 9.907 -0.032 -1.103 0.077
H -7.511 0.038 8.730 0.116
C 5.986 2.825 6.900 -0.217
O 1.215 0.727 -3.431 -0.041
O 5.327 4.760 3.291 -0.181
C 0.252 8.756 -2.958 -0.101
O -3.463 -9.550 -0.848 -0.212
H -0.361 2.554 -4.347 0.086
H 3.288 5.019 3.022 0.083
C 6.459 1.344 6.753 -0.193
C -6.514 -1.626 6.580 -0.196
C -6.608 -2.125 5.116 -0.186
H 6.719 -1.746 0.518 0.081
C -4.687 -6.536 -4.837 -0.206
H -5.490 -2.716 2.752 0.085
O -4.218 6.353 0.876 -0.212
H 4.254 1.040 -6.288 0.073
C 1.661 -4.732 -5.452 -0.197
H -2.111 8.405 0.358 0.121
H 0.191 0.717 -0.970 0.083
N -4.247 -8.665 -3.491 -0.046
H -4.641 -11.213 -1.193 0.114
C -4.023 -10.520 -1.764 -0.194
H -5.845 0.392 8.246 0.109
C -5.217 -7.905 -4.281 -0.210
H 3.582 4.594 5.326 0.107
H 1.770 1.038 -4.150 0.082
H -8.300 2.117 7.805 0.126
C -0.193 1.488 -1.639 -0.042
H 1.441 -2.502 -6.782 0.113
H -5.298 4.711 1.476 0.083
C 10.210 -1.078 -1.045 -0.066
H -5.728 -9.341 -2.088 0.114
H 2.793 -6.014 -4.012 0.114
C 6.070 -1.564 -0.338 -0.062
H 5.686 0.640 7.061 0.120
O 8.926 -1.784 -0.937 -0.186
H 6.574 4.942 4.861 0.112
H -5.743 9.319 0.199 0.108
H 7.656 2.799 4.658 0.067
H 3.417 -1.530 -8.161 0.112
H 5.967 -0.488 -0.477 0.074
H 1.208 -6.452 -4.045 0.112
H 4.253 6.437 2.674 0.088
C -6.887 0.434 7.928 -0.197
H -1.161 1.377 -2.126 0.084
C 0.398 2.907 -3.649 -0.063
H 0.150 -3.433 -3.329 0.078
H 10.738 -1.183 -0.098 0.082
C -7.226 1.941 7.857 -0.223
H -6.734 2.339 8.745 0.119
H 2.501 -2.949 -4.883 0.097
H -3.642 -4.182 -4.842 0.080
H 5.097 -0.018 -7.430 0.081
H 1.176 3.293 -4.307 0.074
H -3.697 -6.717 -5.255 0.118
H -2.470 -9.466 0.960 0.086
H 7.302 1.172 7.422 0.107
N 6.901 -3.590 -1.470 0.047
H -6.606 0.323 5.900 0.097
H -0.292 -4.941 -2.687 0.078
H 5.890 -1.982 -2.369 0.131
H -4.433 -3.544 -3.333 0.086
N -3.866 9.104 -0.579 -0.065
N 2.693 -3.644 -5.590 -0.032
O -5.723 -1.299 4.315 -0.191
C 3.537 -2.013 -7.191 -0.246
H -4.245 9.305 -1.493 0.093
H -0.101 8.719 -3.989 0.086
H -5.472 -1.611 6.902 0.109
H 7.273 -3.768 -2.392 0.065
H 8.665 1.866 5.834 0.087
H 5.955 -3.929 -1.573 0.072
C -4.493 -4.247 -4.164 -0.102
H 0.627 -4.389 -5.440 0.097
H 1.692 -5.446 -6.275 0.110
O -0.567 8.165 -1.926 -0.180
H 7.843 -0.527 -2.286 0.117
```



# C6H6N

An isolated ion of composition C6H6N and charge +1 in a non-equilibrium geometry (ωB97M-V/def2-TZVPD, the OMol25 dataset).

Results
Electronic energy, Ha: -286.49336
Frontier orbital gap, eV: 8.7
Structure (SMILES): C1=[N+]=C2C[C@]23C[C@@H]13
Net charge: +1
Max |F|, eV/Å: 3.3

XYZ file:
```
13
Properties=species:S:1:pos:R:3:lowdin_charge:R:1
H 1.648 1.938 0.290 0.148
C 0.119 -1.368 -0.700 0.004
C -0.704 -0.119 -0.841 -0.023
H -2.859 0.432 0.160 0.166
H 2.385 0.536 1.199 0.115
C -1.737 0.341 0.203 0.006
H -0.615 0.273 -1.849 0.155
C 0.189 0.600 1.153 -0.022
H -0.222 -2.364 -0.135 0.188
C 1.547 0.895 0.673 0.101
C 0.682 -0.248 0.172 -0.126
N -1.163 0.717 1.259 0.152
H 0.731 -1.634 -1.585 0.137
```



# C24H37LaN3P2S

C24H37LaN3P2S as an isolated structure in a non-equilibrium geometry (ωB97M-V/def2-TZVPD, the OMol25 dataset).

Results
Electronic energy, Ha: -2213.30014
Frontier orbital gap, eV: 6.7
Net charge: +1
Max |F|, eV/Å: 2.3

XYZ file:
```
68
Properties=species:S:1:pos:R:3:lowdin_charge:R:1
H -4.739 0.588 -1.120 0.055
H -2.058 0.044 -3.041 0.082
C 0.920 3.653 -4.211 -0.036
N 1.549 0.848 3.834 0.005
C 1.370 -3.757 -0.200 -0.268
H 1.261 -2.417 4.989 0.132
H 1.257 1.642 6.348 0.079
C 0.332 1.500 4.398 -0.235
H -0.099 2.160 3.626 0.105
C -0.402 4.092 -4.178 -0.075
C 2.752 0.361 -3.644 -0.155
P 0.059 -2.604 -0.732 0.722
H 2.858 1.930 -5.056 0.138
H 0.512 -1.999 2.783 0.111
H 1.714 4.291 -4.610 0.121
C 0.503 -1.629 4.849 -0.225
C 1.244 2.377 -3.754 -0.155
C -2.204 1.070 -2.657 -0.306
H -0.665 5.083 -4.551 0.106
H -3.849 2.800 -0.647 0.055
C 0.432 -2.516 -2.566 -0.298
H -2.678 2.729 0.714 0.034
H -0.923 -2.315 6.290 0.085
H -1.122 -4.693 -1.131 0.055
H -0.215 1.357 1.190 -0.211
H 1.104 -4.776 -0.511 0.055
H 2.854 -3.509 -3.329 0.113
C -3.926 0.023 -0.642 -0.278
C -1.410 3.246 -3.696 -0.060
H -4.152 -0.101 0.426 0.047
H -1.657 -1.450 4.926 0.078
C 2.623 1.819 -3.982 -0.078
C -1.110 1.997 -3.157 -0.232
N 0.623 0.410 -2.490 -0.201
C 3.968 -1.718 -3.812 -0.074
H -0.466 -2.076 -3.032 0.085
H 4.873 -2.264 -4.072 0.106
H 1.331 3.143 5.393 0.081
H -3.185 1.435 -2.989 0.091
C -1.395 -3.699 -0.747 -0.276
C 0.258 1.598 -3.126 -0.221
S 2.455 -0.434 1.674 0.527
C 1.438 -0.246 3.044 -0.848
H -2.149 3.327 -0.874 0.046
H -0.194 2.638 6.136 0.083
H 0.514 -3.564 -2.886 0.096
H 2.338 -3.472 -0.628 0.048
H -1.060 -3.117 4.716 0.077
H -0.402 0.720 4.620 0.100
C 3.922 -0.332 -3.953 -0.032
H 0.782 -0.776 5.473 0.105
N 0.534 -1.199 3.421 -0.001
C 2.837 -2.417 -3.365 -0.061
C -2.804 2.608 -0.369 -0.272
H 4.784 0.223 -4.324 0.122
H -2.453 3.559 -3.735 0.113
H -1.772 -3.801 0.281 0.046
La 0.410 0.155 -0.167 1.227
P -2.339 0.900 -0.801 0.726
H -3.854 -0.976 -1.092 0.036
H -2.195 -3.267 -1.365 0.043
C 1.684 -0.319 -3.041 -0.231
H 1.459 -3.715 0.893 0.026
C 1.675 -1.749 -2.984 -0.230
H 2.225 1.523 3.470 0.134
C -0.870 -2.158 5.209 -0.082
H 3.386 2.422 -3.494 0.127
C 0.711 2.276 5.642 -0.081
```



# C3H5Cl2F3NO2PS

C3H5Cl2F3NO2PS in the gas phase in a non-equilibrium geometry (ωB97M-V/def2-TZVPD, the OMol25 dataset).

Results
Electronic energy, Ha: -2281.88299
Frontier orbital gap (alpha / beta), eV: 6.2 / 7.6
Net charge: 0
Max |F|, eV/Å: 4.2
Multiplicity: 3

XYZ file:
```
18
Properties=species:S:1:pos:R:3:lowdin_charge:R:1
P 0.319 -1.887 3.143 0.000
N 0.624 -0.764 1.874 -0.469
C 1.865 -0.111 -1.492 -0.616
H -0.383 1.333 -0.071 0.045
H 2.068 -2.255 -1.051 0.133
H -2.162 0.667 -0.619 0.120
H -1.656 0.912 1.045 0.031
S -0.710 -1.036 0.594 0.693
O -1.903 -1.783 0.791 -0.363
F 1.171 -0.222 -2.639 0.146
Cl 0.790 -3.654 2.319 0.209
O 0.219 -1.698 -0.613 -0.300
C -1.221 0.646 0.107 -0.171
F 3.158 0.067 -1.722 0.158
Cl 2.033 -1.433 3.964 0.213
H 2.002 -0.980 0.394 0.136
F 1.544 1.096 -0.957 0.109
C 1.655 -1.362 -0.661 -0.076
```



# C3H12NO4

A 3-piece molecular cluster, C3H12NO4 overall in a non-equilibrium geometry (ωB97M-V/def2-TZVPD, the OMol25 dataset).

Results
Electronic energy, Ha: -477.22848
Frontier orbital gap, eV: 8.0
Net charge: -1
Max |F|, eV/Å: 2.4

XYZ file:
```
20
Properties=species:S:1:pos:R:3:lowdin_charge:R:1
H 0.748 1.931 2.130 -0.003
H 0.997 1.327 -2.111 0.056
O 1.421 1.573 1.543 -0.172
N 0.972 0.311 -2.016 0.024
H 1.038 0.609 1.508 -0.012
H -1.026 1.784 -2.437 0.053
H -1.784 0.560 -0.078 0.120
C -0.928 1.030 -0.587 -0.226
C -0.218 -0.135 -1.239 -0.356
H -0.916 -0.594 -1.943 0.120
H 0.011 -1.979 1.964 -0.021
O 0.245 -0.664 1.196 -0.328
H 1.226 -1.555 -0.367 0.104
H -0.945 -2.109 3.105 -0.008
O -0.490 -2.701 2.501 -0.169
O -1.365 2.000 -1.567 -0.097
H -0.558 -1.879 -0.140 0.100
H 1.800 0.003 -1.544 0.041
H -0.473 1.609 0.206 0.090
C 0.243 -1.122 -0.122 -0.318
```



# C5H10O

C5H10O in the gas phase (ωB97M-V/def2-TZVPD, the OMol25 dataset).

Results
Electronic energy, Ha: -271.73377
Frontier orbital gap, eV: 10.5
Structure (SMILES): CCC(=O)CC
Net charge: 0
Max |F|, eV/Å: 0.6

XYZ file:
```
16
Properties=species:S:1:pos:R:3:lowdin_charge:R:1
H 1.410 1.822 -0.052 0.116
C -1.049 -0.541 -0.250 -0.177
C 1.127 0.821 -0.393 -0.168
H 0.760 0.884 -1.422 0.100
O 0.125 0.241 1.693 0.076
C 2.254 -0.214 -0.234 -0.079
H -2.425 1.042 0.267 0.084
H -2.281 -0.236 1.483 0.078
H 3.002 0.100 0.500 0.084
H -3.209 -0.530 -0.046 0.070
H 1.759 -1.085 0.202 0.071
H -0.892 -1.630 -0.152 0.127
C -2.342 -0.046 0.405 -0.096
C 0.043 0.224 0.483 -0.466
H 2.709 -0.557 -1.166 0.075
H -0.990 -0.295 -1.318 0.104
```